Below is a 15-piece molecular cluster, C33H88N11O19 overall at a distorted geometry, with properties calculated with ωB97M-V with the def2-TZVPD basis set.

XYZ file:
```
151
Properties=species:S:1:pos:R:3:forces:R:3
H -1.567 -1.156 -3.758 -0.3815 0.6638 0.1485
H 4.963 -2.594 1.779 -0.2176 -0.1303 -0.2452
O 1.440 -2.988 -2.383 1.5499 0.6758 0.6201
H -0.838 -5.966 0.381 -0.0751 0.3012 0.0563
H -2.328 6.075 -2.112 0.0200 -0.4140 -0.0763
H 2.729 -7.398 0.207 -0.0820 -0.3410 0.2186
H 0.647 2.553 -4.986 -0.0761 -0.2050 -0.5097
C -1.459 -5.511 -1.508 0.2722 -0.0483 1.4249
O 3.960 4.665 2.770 1.2525 -0.1842 0.7318
H -2.514 -2.938 2.478 0.0170 -0.0957 0.0545
H 2.136 -4.022 0.800 -0.2925 -0.0766 -0.2705
H 0.208 3.896 -4.033 -0.1589 0.4155 0.0985
H 3.128 5.063 -3.959 0.1581 -0.4101 0.0852
H -0.418 4.460 1.564 -0.2893 -0.3836 0.1110
H -2.042 -2.336 -4.824 -0.5680 -0.4596 -0.0220
C -0.062 3.381 -4.956 -0.8166 -1.2237 0.3550
H 6.158 -2.086 -1.160 -0.1006 0.1802 -0.1301
H -3.477 1.893 -1.125 -0.0579 0.1018 -0.0636
N 2.112 1.711 3.409 -0.3070 -0.2894 -0.0961
N 2.833 4.627 -3.097 0.8502 0.0805 -1.3734
H 5.968 4.146 3.271 -0.2742 0.6554 -0.1935
O -2.910 3.613 -1.449 0.7158 -0.8989 -0.8881
C -1.544 2.890 -4.806 0.6333 0.2638 1.4675
C 4.525 -1.551 0.080 -1.2908 3.4640 -0.6636
H -1.187 1.052 -1.706 0.4355 0.0994 -0.1232
H -3.965 0.194 -1.482 0.6360 0.4908 -0.6229
H 1.331 -8.098 0.957 -0.0493 0.2884 0.1114
H -2.422 6.655 -0.491 0.1375 -0.0759 0.2738
H -2.572 -0.761 -5.219 -0.2028 0.3818 0.3592
N -1.312 -6.324 -0.437 -0.2992 -1.1469 -0.2350
H 1.710 6.831 -3.698 -0.0791 0.2501 0.0438
O -0.035 3.685 4.035 0.1534 -0.4331 0.1627
H 4.595 -2.697 -1.728 -0.0516 0.1431 0.0927
C 5.204 -2.507 -0.844 0.4807 -0.3751 0.0927
H -2.696 -5.419 -3.296 0.1955 0.0817 0.1788
C -2.691 4.512 -0.655 -0.9957 1.4689 0.7121
H -4.539 -1.182 1.150 0.1611 -0.2206 -0.3874
C -0.811 1.077 0.979 0.1885 -1.0174 -0.2455
H 4.530 1.488 0.527 0.1733 -0.3040 -0.1587
H -5.422 -2.266 -3.574 -0.6088 -0.7725 -0.2463
O -4.411 1.709 1.104 0.4869 1.8189 2.4150
C -0.054 -1.903 1.188 -0.1846 1.4158 -0.6133
H -0.295 5.649 3.623 0.2525 0.4383 0.1520
H -1.706 2.084 -4.090 0.8793 -0.5946 -0.0396
C -1.900 -6.010 -2.843 0.3210 -0.9069 -0.3324
C -4.263 -0.358 4.615 0.9947 -0.5417 0.1986
H -0.371 -1.463 2.134 -0.3856 0.1323 -0.0132
H 1.028 -2.249 -4.305 0.4835 0.5653 0.5615
O -1.176 -2.232 0.430 -0.9267 0.5672 0.3856
N -3.170 4.423 0.609 0.5540 0.3347 0.0896
H 4.797 2.910 3.558 -0.1929 -0.1630 0.0762
O 4.275 2.135 1.189 -0.1614 0.7539 0.5793
H 3.174 -4.799 1.829 0.8038 -0.4583 -0.3326
C 0.476 4.893 3.471 -0.3520 -0.2553 -1.5080
C -2.051 5.823 -1.089 -0.2990 0.2308 0.1080
H 5.446 -3.450 -0.355 -0.1549 -0.0723 0.0152
H -0.069 -3.326 -3.557 -0.3621 -0.5836 -0.6031
H 2.837 1.838 2.718 -0.0419 0.4411 -0.3095
C 1.711 -4.193 -4.511 -0.1620 1.3521 0.0346
H -1.582 -0.446 -0.922 0.2824 -0.0577 -0.0397
H -0.323 -5.233 3.294 0.0553 0.1351 0.1122
C 5.306 3.096 1.478 0.3118 -0.4800 0.5341
H 3.214 3.738 -2.806 -0.1364 0.1776 -0.1086
C 5.043 3.725 2.878 -0.5196 -0.4486 -1.6410
C 2.107 0.471 3.922 0.5678 0.7688 1.1675
C -3.699 -1.667 -3.530 3.1202 1.8963 0.5948
H -5.185 -0.120 4.084 0.2843 0.5222 -0.0322
H -3.406 -4.453 2.197 -0.2623 0.1272 0.5611
H 0.492 -2.792 1.502 0.6496 0.0470 -0.3658
H 1.579 -0.009 5.980 0.2848 -0.0515 -0.2107
H 0.328 0.901 5.146 -0.0108 -0.0245 -0.2240
H 5.373 3.826 0.671 -0.3014 0.4334 0.1805
C -5.114 -0.452 0.580 -0.4216 -0.8053 -0.0468
H 0.704 5.752 1.500 0.0842 0.3574 0.2486
C -2.992 0.410 4.243 -0.8053 -2.6813 -1.0934
C 2.100 5.337 -2.255 -0.9795 -0.6775 1.2422
O 1.727 4.818 -1.210 -0.3566 0.0286 0.8023
H -3.360 1.957 5.484 0.3743 0.4980 -0.4339
H 0.639 -0.795 4.703 -0.2188 0.0033 0.2511
C 2.659 -4.974 0.884 -1.6018 0.3967 0.2027
N 1.956 -7.311 0.852 0.4103 0.2274 -0.6891
H 2.691 7.264 -2.288 0.1415 0.3406 -0.2156
N 0.133 0.490 -0.134 -0.0114 -0.6366 1.4418
O 0.094 4.189 -6.109 -0.0948 -0.1527 0.6828
H 2.082 -5.981 -4.559 0.0416 -0.8390 0.4283
N -3.798 0.972 -0.860 0.1036 -1.3847 -0.5925
H 1.308 -4.290 -5.519 -0.4691 0.3714 -0.0717
O -1.121 -4.349 -1.333 0.1277 0.9239 -0.8865
H -2.138 -7.072 -2.891 -0.4356 0.0360 0.4306
C 1.796 6.735 -2.615 0.4823 0.8380 -0.4028
H 0.850 2.240 -1.128 -0.1110 0.0944 0.3126
C -2.430 -1.426 -4.366 0.6512 -0.4993 0.4485
H 1.373 2.381 3.569 0.0280 -0.0182 -0.1318
H 6.286 2.618 1.484 0.0965 -0.3234 0.1932
H -3.275 5.202 1.244 0.3973 -0.0013 -0.3843
H -0.993 -5.984 -3.448 0.0238 0.5078 -0.2705
H -3.564 3.547 0.918 -0.4353 -0.5414 -0.1342
H 1.669 -0.568 1.011 -0.1978 0.4761 0.2778
O 0.538 -5.782 1.768 1.9516 -0.5231 -1.3534
H 0.975 7.234 -2.100 -0.1185 -0.6242 -0.0365
H -0.169 -0.450 -1.996 0.0296 0.2505 -0.0936
H -1.781 -4.377 1.734 0.3720 0.2749 0.1566
H -5.989 -0.237 1.193 0.1127 0.3017 -0.0691
O -2.819 -4.232 4.836 -0.5001 0.1345 0.4135
H -1.597 -7.290 -0.355 -0.1192 0.2167 -0.5372
H -2.494 3.774 -3.304 -0.0178 -0.2017 0.4809
H -0.603 4.835 -5.967 -0.1100 0.5309 -0.4793
H -1.027 -2.896 -0.247 0.3495 -0.5453 -0.1840
O 1.564 3.924 1.412 0.2541 -0.4283 0.5856
N 4.359 -1.898 1.365 0.4435 -0.7030 0.2428
C -0.744 0.147 -1.289 -0.3820 -0.2552 0.1494
N -4.567 -2.446 -4.079 -3.1640 -1.5246 -1.3979
C 1.100 0.143 5.013 -0.1191 -0.1894 -0.5796
H -4.400 -0.276 5.693 -0.3151 0.0584 0.0351
C 0.568 4.756 1.921 -0.6055 1.0019 1.1920
H -2.003 1.993 4.235 0.0829 1.0904 0.8715
H -0.363 -5.183 4.978 -0.9812 0.2496 0.2423
H -4.029 -1.402 4.405 -0.1011 -0.0515 0.0839
C 0.809 -0.859 0.408 0.4940 -0.0705 0.4386
H 3.264 4.195 2.305 -0.5620 -0.0493 -0.2555
H -1.500 1.879 0.715 0.7065 0.3702 -0.9317
O -3.943 -1.211 -2.418 0.7874 -0.1491 -0.4325
H 1.899 0.841 -1.293 -0.1852 -0.3210 0.0388
O -2.318 3.944 -4.233 -0.0949 0.5906 -1.6100
C 0.998 -3.145 -3.685 -1.8666 -0.4254 -1.1377
H 1.748 4.329 0.561 0.4547 -0.2972 -0.7915
H 1.436 -3.858 -1.976 -0.2132 -0.1609 0.1147
C -4.348 0.785 0.326 -1.0534 0.9804 -0.2751
H -0.963 5.803 -1.031 0.0269 -0.2196 0.1241
C -2.059 -4.458 3.914 -1.2640 0.8500 0.8579
C -2.455 -4.026 2.515 0.3835 -0.7708 -0.5989
O -2.109 -0.099 3.545 -0.4044 0.0266 -0.1433
H 1.406 5.124 3.991 0.1591 0.3696 -0.4658
H -0.277 1.352 1.889 0.3119 -0.2378 -0.3133
H -5.456 -0.798 -0.396 0.0774 -0.6925 0.2754
H 2.713 -3.789 -4.655 0.5596 -0.3679 0.1872
H -4.665 -2.543 -5.080 0.3047 -0.1127 0.1016
H 3.916 -1.289 2.038 -0.1305 0.6177 0.0633
O 4.097 -0.417 -0.335 0.9235 -2.7496 0.6973
H 0.266 3.729 4.945 -0.2520 -0.3530 0.3047
H 1.929 1.708 0.218 -0.4706 -0.0314 0.2260
N -0.848 -4.975 4.117 1.9057 -0.7717 -1.3434
O 1.667 -5.439 -3.883 0.3841 -0.5234 -0.0189
H -1.930 2.498 -5.748 -0.1740 0.6009 -0.2543
H 3.199 -5.106 -0.053 0.5482 -0.2658 0.4987
O 3.013 -0.294 3.609 -0.0924 -1.0836 -0.2682
C 1.271 1.390 -0.591 -0.3538 -0.2267 -0.1321
N -2.827 1.628 4.691 0.0229 1.0752 0.3754
H 1.290 -1.356 -0.434 -0.4428 0.2914 -0.5258
H -1.521 0.274 1.176 0.3702 -0.1842 0.3143
C 1.611 -6.052 1.168 -1.3802 0.6690 1.3077
```
Positions in Å, forces in eV/Å.

The total energy comes out at -90940.8631 eV. As for the charge: +1.